Molecular formula: C4H5NOS
Method: DFT, wB97M-V/def2-TZVPD

Output
Total energy (Ha): -683.487541
Total charge: 0
Kohn-Sham gap (eV): 8.22
E_LUMO (eV): -0.536
Strongest force on any atom (eV/Å): 7.01
Energy relative to the best compared isomer or geometry (same formula, charge and spin) (eV): 3.276
SMILES: C=CN(C=O)C=S

Each line ends with the Löwdin charge.
Positions of all 12 atoms, in Å:
C 1.857 -0.697 0.298  -0.004
C 0.909 0.280 -0.034  -0.202
C -0.988 -1.013 -0.070  -0.683
C -1.257 1.558 0.030  -0.160
H 2.960 -0.685 0.037  0.068
H 1.482 -1.829 0.319  0.076
H 1.454 1.278 -0.201  0.122
H -0.440 -1.889 -0.317  0.022
H -0.442 2.359 -0.162  0.145
N -0.501 0.292 -0.168  -0.119
O -2.509 1.785 0.200  -0.007
S -2.524 -1.440 0.068  0.742

Molecular formula: C40H83N5O18
Method: DFT, wB97M-V/def2-TZVPD

Output
Total energy (Ha): -3201.693615
Total charge: 0
Kohn-Sham gap (eV): 9.89
E_LUMO (eV): 0.433
Strongest force on any atom (eV/Å): 2.20
Energy relative to the best compared isomer or geometry (same formula, charge and spin) (eV): 0.235
SMILES: COC(=O)OC.COC(=O)OC.COCCOCCOC.COCCOCCOC.COCCOCCOC.COCCOCCOC.CC#N.CC#N.CC#N.CC#N.CC#N

Each line ends with the Löwdin charge.
Positions of all 146 atoms, in Å:
C 24.065 24.279 -30.913  -0.104
O 24.887 23.527 -30.056  -0.189
C 25.909 22.800 -30.710  -0.204
C 26.931 22.283 -29.746  -0.180
O 27.771 23.345 -29.321  -0.110
C 28.863 22.880 -28.579  -0.212
C 29.705 24.032 -28.003  -0.178
O 30.093 25.040 -28.921  -0.186
C 30.914 24.583 -29.987  -0.098
H 24.549 24.966 -31.615  0.095
H 23.506 24.923 -30.228  0.080
H 23.360 23.627 -31.440  0.075
H 26.370 23.478 -31.440  0.134
H 25.500 21.981 -31.318  0.115
H 27.490 21.521 -30.299  0.135
H 26.439 21.935 -28.828  0.121
H 29.600 22.288 -29.134  0.116
H 28.470 22.315 -27.724  0.121
H 30.661 23.593 -27.689  0.125
H 29.218 24.520 -27.163  0.104
H 31.909 24.496 -29.533  0.088
H 31.009 25.360 -30.739  0.088
H 30.627 23.632 -30.431  0.080
C 17.493 19.198 -27.237  -0.093
O 18.448 18.773 -26.280  -0.187
C 17.937 18.775 -24.980  -0.227
C 19.055 18.670 -23.979  -0.176
O 20.028 19.705 -24.078  -0.121
C 19.599 20.985 -23.683  -0.185
C 20.688 21.991 -24.036  -0.197
O 21.595 22.100 -22.951  -0.171
C 22.671 22.961 -23.197  -0.115
H 17.193 20.231 -27.037  0.067
H 16.594 18.582 -27.136  0.094
H 17.951 19.187 -28.222  0.076
H 17.200 17.982 -24.792  0.133
H 17.362 19.689 -24.771  0.118
H 19.650 17.771 -24.167  0.108
H 18.772 18.512 -22.932  0.133
H 19.578 21.021 -22.582  0.137
H 18.621 21.288 -24.064  0.113
H 20.158 22.942 -24.182  0.126
H 21.288 21.748 -24.916  0.120
H 23.402 22.919 -22.391  0.095
H 22.397 24.003 -23.374  0.085
H 23.234 22.613 -24.072  0.059
C 17.498 16.121 -32.861  -0.122
O 17.557 15.722 -31.526  -0.181
C 17.199 16.680 -30.548  -0.194
C 17.318 16.012 -29.190  -0.192
O 18.602 15.475 -28.944  -0.113
C 18.646 15.014 -27.601  -0.193
C 19.954 14.273 -27.344  -0.180
O 21.002 15.153 -27.015  -0.241
C 20.987 15.794 -25.750  -0.078
H 17.807 15.252 -33.438  0.089
H 18.111 16.992 -33.122  0.054
H 16.496 16.426 -33.206  0.087
H 16.135 16.884 -30.733  0.131
H 17.759 17.618 -30.638  0.113
H 16.557 15.229 -29.189  0.135
H 17.141 16.830 -28.484  0.102
H 17.791 14.417 -27.260  0.130
H 18.594 15.872 -26.916  0.114
H 20.172 13.639 -28.204  0.123
H 19.849 13.572 -26.505  0.124
H 20.608 16.810 -25.907  0.068
H 22.033 15.888 -25.458  0.097
H 20.398 15.260 -25.002  0.098
C 22.580 24.657 -26.263  -0.111
O 21.745 25.166 -27.293  -0.177
C 22.123 26.469 -27.653  -0.224
C 21.251 27.062 -28.726  -0.195
O 19.959 27.205 -28.158  -0.132
C 18.969 27.646 -29.080  -0.185
C 17.617 27.348 -28.495  -0.231
O 17.510 28.001 -27.261  -0.160
C 16.322 27.686 -26.588  -0.117
H 22.742 25.269 -25.371  0.091
H 23.573 24.630 -26.722  0.074
H 22.209 23.679 -25.973  0.065
H 23.171 26.579 -27.968  0.129
H 22.066 27.105 -26.764  0.132
H 21.221 26.501 -29.668  0.123
H 21.623 28.046 -29.039  0.130
H 19.110 27.229 -30.079  0.127
H 19.081 28.736 -29.139  0.132
H 17.446 26.265 -28.404  0.121
H 16.822 27.618 -29.207  0.130
H 16.352 28.050 -25.564  0.087
H 16.117 26.608 -26.540  0.084
H 15.454 28.105 -27.113  0.089
C 25.442 21.901 -26.041  -0.026
O 26.637 22.639 -25.840  0.010
C 26.512 23.874 -25.390  -0.597
O 25.494 24.473 -25.170  0.132
O 27.747 24.359 -25.221  -0.002
C 27.832 25.739 -24.980  -0.067
H 25.720 20.939 -26.464  0.091
H 24.778 22.405 -26.744  0.083
H 24.905 21.717 -25.112  0.088
H 27.508 26.014 -23.974  0.098
H 27.198 26.316 -25.659  0.102
H 28.808 26.202 -25.115  0.096
C 22.175 22.141 -28.643  -0.020
O 22.302 20.772 -28.265  0.000
C 21.199 20.031 -28.450  -0.605
O 20.122 20.505 -28.710  0.107
O 21.511 18.786 -28.209  0.022
C 20.597 17.768 -28.615  -0.025
H 21.228 22.605 -28.374  0.083
H 22.451 22.187 -29.694  0.082
H 22.860 22.755 -28.058  0.064
H 20.413 17.759 -29.692  0.100
H 19.677 17.824 -28.045  0.071
H 21.104 16.818 -28.494  0.066
C 22.917 14.809 -29.441  -0.052
C 22.645 15.818 -30.446  -0.271
N 22.474 16.634 -31.235  0.178
H 22.069 14.128 -29.420  0.076
H 23.110 15.278 -28.480  0.077
H 23.810 14.239 -29.702  0.091
C 23.170 19.889 -31.828  -0.063
C 22.199 20.856 -32.372  -0.281
N 21.478 21.649 -32.772  0.145
H 22.613 19.105 -31.321  0.043
H 23.800 20.434 -31.128  0.044
H 23.730 19.516 -32.682  0.095
C 24.744 18.278 -29.125  -0.052
C 25.681 17.214 -29.510  -0.276
N 26.378 16.363 -29.832  0.132
H 23.793 17.815 -28.888  0.056
H 24.676 19.031 -29.905  0.050
H 25.179 18.876 -28.323  0.079
C 17.928 20.908 -31.442  -0.084
C 18.580 20.013 -32.402  -0.287
N 19.084 19.320 -33.166  0.138
H 18.687 21.253 -30.743  0.054
H 17.124 20.431 -30.885  0.062
H 17.466 21.725 -31.993  0.084
C 18.557 22.739 -27.163  -0.057
C 17.470 22.507 -28.120  -0.275
N 16.638 22.357 -28.895  0.154
H 19.262 21.934 -26.974  0.061
H 18.028 22.955 -26.230  0.084
H 19.170 23.593 -27.450  0.079

Molecular formula: C3H4NO
Method: DFT, wB97M-V/def2-TZVPD

Output
Total energy (Ha): -246.305969
Total charge: +1
Kohn-Sham gap (eV): 10.02
E_LUMO (eV): -6.793
Strongest force on any atom (eV/Å): 8.39
Energy relative to the best compared isomer or geometry (same formula, charge and spin) (eV): 2.343

Each line ends with the Löwdin charge.
Positions of all 9 atoms, in Å:
C -1.090 0.895 1.063  -0.141
C -0.416 -0.806 -0.180  0.009
C 0.674 0.156 -0.356  0.076
N -0.063 1.444 0.655  0.198
O -1.302 -0.424 0.603  0.146
H -1.825 1.471 1.683  0.185
H -0.469 -1.896 -0.638  0.230
H 1.665 -0.063 0.331  0.229
H 1.003 0.378 -1.261  0.067

Molecular formula: C24H28N6O3
Method: DFT, wB97M-V/def2-TZVPD

Output
Total energy (Ha): -1485.583590
Total charge: 0
Kohn-Sham gap (eV): 8.54
E_LUMO (eV): 0.472
Strongest force on any atom (eV/Å): 1.44
Energy relative to the best compared isomer or geometry (same formula, charge and spin) (eV): 2.725
SMILES: Cc1ccc2cc(CN(Cc3nnnn3Cc3ccco3)C[C@H]3CCCO3)c(=O)[nH]c2c1C

Each line ends with the Löwdin charge.
Positions of all 61 atoms, in Å:
C 2.745 -4.373 4.887  -0.048
C 2.138 -3.955 3.581  -0.221
C 2.571 -2.822 2.906  -0.161
C 1.959 -2.487 1.686  -0.147
C 0.900 -3.251 1.165  -0.154
C 0.485 -4.387 1.868  -0.020
C 1.102 -4.730 3.043  -0.044
H 0.777 -5.608 3.581  0.106
H -0.328 -4.979 1.477  0.113
C 0.261 -2.797 -0.023  0.045
C 0.659 -1.679 -0.669  -0.130
C 1.803 -0.922 -0.186  -0.433
O 2.261 0.086 -0.718  0.031
N 2.373 -1.395 0.968  0.192
H 3.133 -0.838 1.337  0.145
C -0.096 -1.113 -1.838  -0.129
N -1.292 -0.421 -1.365  -0.130
C -0.968 0.800 -0.654  -0.109
C -0.455 0.557 0.716  -0.278
N -0.796 -0.372 1.582  0.096
N -0.056 -0.171 2.663  -0.029
N 0.710 0.830 2.521  0.048
N 0.492 1.334 1.304  -0.057
C 1.196 2.489 0.803  -0.047
C 0.285 3.661 0.638  -0.252
C -0.445 4.123 -0.419  -0.020
C -1.137 5.266 0.052  -0.055
C -0.778 5.410 1.355  -0.117
O 0.080 4.447 1.719  0.054
H -1.052 6.131 2.101  0.120
H -1.805 5.888 -0.507  0.100
H -0.495 3.709 -1.405  0.100
H 1.670 2.217 -0.145  0.122
H 1.961 2.720 1.548  0.140
H -0.220 1.396 -1.198  0.119
H -1.876 1.403 -0.568  0.139
C -2.294 -0.221 -2.388  -0.138
H -3.199 0.144 -1.894  0.135
C -1.931 0.755 -3.530  -0.303
H -0.938 0.499 -3.919  0.147
C -2.988 0.730 -4.650  -0.128
H -2.656 0.148 -5.507  0.116
C -3.191 2.208 -4.979  -0.151
H -4.188 2.429 -5.353  0.111
C -2.915 2.850 -3.623  -0.201
H -2.594 3.891 -3.682  0.122
O -1.852 2.104 -3.069  -0.132
H -3.804 2.786 -2.977  0.125
H -2.452 2.543 -5.707  0.115
H -3.915 0.297 -4.272  0.114
H -2.515 -1.195 -2.832  0.128
H 0.578 -0.440 -2.393  0.126
H -0.418 -1.924 -2.495  0.130
H -0.596 -3.347 -0.384  0.133
C 3.649 -1.922 3.443  -0.028
H 3.252 -0.916 3.581  0.085
H 4.016 -2.271 4.400  0.067
H 4.495 -1.875 2.755  0.089
H 2.295 -5.299 5.234  0.074
H 2.582 -3.610 5.647  0.088
H 3.818 -4.532 4.786  0.085

Molecular formula: C4H4FNO
Method: DFT, wB97M-V/def2-TZVPD

Output
Total energy (Ha): -384.550497
Total charge: 0
Kohn-Sham gap (eV): 8.71
E_LUMO (eV): 0.804
Strongest force on any atom (eV/Å): 5.54
Energy relative to the best compared isomer or geometry (same formula, charge and spin) (eV): 3.404

Each line ends with the Löwdin charge.
Positions of all 11 atoms, in Å:
C 0.781 0.164 0.334  -0.141
C -1.493 -0.415 0.168  -0.107
C 0.872 -0.691 -0.730  -0.125
C -0.991 -1.258 -0.777  -0.095
N -0.522 0.405 0.762  -0.047
O 1.979 -1.380 -1.196  0.006
F -1.404 -2.215 -1.603  0.056
H 1.672 0.737 0.508  0.107
H -2.464 -0.159 0.528  0.106
H -0.728 1.221 1.358  0.151
H 2.758 -0.959 -0.841  0.088

Molecular formula: C8H12N2
Method: DFT, wB97M-V/def2-TZVPD

Output
Total energy (Ha): -421.362456
Total charge: 0
Kohn-Sham gap (eV): 8.81
E_LUMO (eV): 0.680
Strongest force on any atom (eV/Å): 3.94
Energy relative to the best compared isomer or geometry (same formula, charge and spin) (eV): 5.381

Each line ends with the Löwdin charge.
Positions of all 22 atoms, in Å:
C -2.391 1.598 0.655  0.105
C -1.604 0.826 0.190  -0.202
C 0.072 0.379 -1.643  -0.522
C 0.768 -0.247 0.930  -0.207
C 0.434 -0.730 -2.507  -0.061
C 2.070 0.200 0.460  -0.049
C -0.937 -1.017 2.490  -0.093
C -0.679 -0.039 -0.424  -0.154
N 0.436 1.540 -1.948  0.146
N 0.411 -0.784 1.987  0.031
H -3.193 2.305 1.039  0.072
H 0.019 -0.891 -3.463  0.075
H 0.452 -1.635 -2.003  0.054
H 1.488 -0.539 -2.830  0.104
H 2.811 -0.057 1.238  0.095
H 2.229 1.292 0.283  0.097
H 2.114 -0.187 -0.633  0.100
H -0.887 -1.053 3.548  0.061
H -1.387 -1.868 2.087  0.063
H -1.598 -0.136 2.209  0.071
H -0.943 -1.132 -0.543  0.139
H 0.316 2.175 -1.123  0.074

Molecular formula: C6H15O2
Method: DFT, wB97M-V/def2-TZVPD

Output
Total energy (Ha): -388.037718
Total charge: -1
Kohn-Sham gap (eV): 5.90
E_LUMO (eV): 3.450
Strongest force on any atom (eV/Å): 2.84
Energy relative to the best compared isomer or geometry (same formula, charge and spin) (eV): 1.602

Each line ends with the Löwdin charge.
Positions of all 23 atoms, in Å:
C 1.066 2.228 0.050  -0.618
O 0.177 3.061 -0.358  -0.286
C 1.148 0.762 -0.670  -0.233
C -0.255 0.230 -0.856  -0.242
C -1.138 0.087 0.421  -0.221
C -1.632 -1.319 0.699  -0.259
C -3.180 -1.394 0.954  -0.132
H 0.948 1.838 1.136  0.058
H 2.190 2.528 0.116  0.074
H 1.881 0.290 -0.011  0.076
H 1.582 0.971 -1.660  0.082
H -0.809 0.999 -1.408  0.095
H -0.238 -0.709 -1.410  0.078
H -0.515 0.515 1.225  0.088
H -1.923 0.846 0.434  0.106
H -1.202 -1.747 1.607  0.092
H -1.526 -2.012 -0.134  0.085
H -3.734 -0.981 0.114  0.059
H -3.416 -2.464 0.828  0.054
H -3.575 -1.033 1.896  0.056
H 3.458 -2.503 -1.239  0.024
H 2.500 -2.484 0.019  0.046
O 3.384 -2.759 -0.318  -0.084

Molecular formula: C13H52O13
Method: DFT, wB97M-V/def2-TZVPD

Output
Total energy (Ha): -1504.362086
Total charge: 0
Kohn-Sham gap (eV): 9.71
E_LUMO (eV): 0.065
Strongest force on any atom (eV/Å): 3.16
Energy relative to the best compared isomer or geometry (same formula, charge and spin) (eV): 2.244

Each line ends with the Löwdin charge.
Positions of all 78 atoms, in Å:
C 2.694 -1.709 2.770  -0.158
O 1.292 -1.884 2.861  -0.117
H 3.285 -2.079 3.611  0.080
H 3.021 -2.274 1.954  0.044
H 3.011 -0.657 2.554  0.084
H 0.894 -1.033 3.022  0.023
C 2.373 3.745 0.367  -0.083
O 2.213 5.000 -0.381  -0.128
H 3.056 3.805 1.173  0.060
H 1.393 3.621 0.822  0.064
H 2.606 2.878 -0.276  0.091
H 2.803 4.956 -1.121  0.072
C -3.394 -1.697 1.134  -0.074
O -2.330 -2.615 0.650  -0.179
H -3.050 -1.263 2.113  0.095
H -3.619 -0.949 0.347  0.068
H -4.302 -2.240 1.385  0.075
H -2.683 -3.079 -0.140  0.038
C 1.319 -3.617 -1.215  -0.058
O 0.749 -2.476 -2.007  -0.186
H 0.996 -3.474 -0.172  0.077
H 0.961 -4.562 -1.560  0.064
H 2.407 -3.521 -1.267  0.068
H 0.175 -1.900 -1.457  0.027
C -0.800 5.749 -1.910  -0.118
O -0.398 5.987 -0.525  -0.169
H -0.332 4.866 -2.369  0.076
H -1.894 5.693 -1.966  0.079
H -0.478 6.649 -2.485  0.080
H 0.564 5.899 -0.370  0.044
C -3.225 1.779 -2.157  -0.159
O -3.540 0.615 -1.408  -0.138
H -2.938 1.635 -3.180  0.065
H -4.151 2.414 -2.030  0.096
H -2.446 2.435 -1.703  0.073
H -2.675 0.207 -1.305  0.029
C 0.185 2.062 4.307  -0.134
O 1.026 1.076 3.726  -0.139
H 0.043 2.841 3.584  0.057
H -0.732 1.511 4.512  0.081
H 0.558 2.503 5.301  0.108
H 1.941 1.339 3.830  0.076
C -2.641 -2.793 -2.760  -0.061
O -3.328 -3.621 -1.733  -0.140
H -3.175 -1.850 -2.828  0.075
H -1.588 -2.570 -2.400  0.077
H -2.608 -3.287 -3.701  0.073
H -3.170 -4.518 -2.030  0.081
C 5.910 -1.325 -0.384  -0.149
O 5.946 -0.202 0.495  -0.121
H 4.878 -1.544 -0.617  0.062
H 6.542 -1.169 -1.274  0.083
H 6.243 -2.192 0.193  0.081
H 5.436 0.490 0.120  0.043
C -2.557 3.834 1.791  -0.205
O -1.434 3.676 1.043  -0.128
H -2.729 2.947 2.377  0.067
H -2.557 4.629 2.523  0.075
H -3.454 3.943 1.152  0.085
H -1.025 4.447 0.619  0.048
C -1.107 -4.900 3.090  -0.193
O -1.017 -5.223 1.744  -0.119
H -0.938 -5.817 3.663  0.073
H -0.314 -4.146 3.346  0.078
H -2.091 -4.529 3.440  0.081
H -1.527 -4.580 1.258  0.029
C 1.457 -1.281 -5.409  -0.203
O 0.237 -1.532 -4.815  -0.130
H 2.113 -0.760 -4.741  0.063
H 1.924 -2.255 -5.647  0.079
H 1.321 -0.674 -6.361  0.097
H 0.436 -1.610 -3.871  0.037
C -0.073 0.281 0.627  -0.077
O -0.702 -0.477 -0.437  -0.146
H 0.955 -0.029 0.767  0.076
H -0.022 1.303 0.311  0.061
H -0.694 0.284 1.466  0.064
H -1.226 -1.188 -0.034  0.030